The following is a quantum chemistry calculation of a single C6H8OS molecule, from OMol25.

```
16
Properties=species:S:1:pos:R:3:forces:R:3:mulliken_charge:R:1
S 1.1593 -2.9331 1.1869 0.17 0.61 0.27 -0.28
C 0.6795 -1.4310 0.7266 -0.02 -0.86 -0.21 0.26
C -0.3445 -1.3969 -0.3810 -0.87 0.40 -0.20 -0.46
C -1.1152 -0.1214 -0.7339 -0.73 0.25 0.09 -0.68
C -0.3401 1.1356 -1.0362 -2.09 -1.04 -1.29 -0.28
C 0.5752 1.5750 -0.2412 2.35 0.83 2.26 -0.28
C 0.7581 0.9924 1.1867 -0.65 0.27 -1.60 -0.47
O 1.2664 -0.3481 1.2115 0.40 -0.24 0.55 -0.32
H -1.1151 -2.1632 -0.1660 0.64 0.29 -0.01 0.32
H 0.1667 -1.7443 -1.2751 0.22 -0.06 -0.08 0.26
H -1.7494 -0.3904 -1.6004 0.21 0.25 0.45 0.36
H -1.7991 0.1081 0.0967 -0.10 -0.07 -0.12 0.29
H -0.7024 1.7142 -1.8834 0.64 -0.23 -0.31 0.36
H 1.2736 2.3753 -0.5364 -0.71 -0.10 0.34 0.34
H 1.4935 1.5963 1.7090 0.02 -0.23 0.16 0.29
H -0.2066 1.0315 1.7361 0.51 -0.06 -0.30 0.28
```
Forces are in eV/Å.

The calculation puts the energy above the lowest of the compared OMol25 structures with the same formula, charge and spin at 35.41 kcal/mol. The HOMO energy comes out at -8.397 eV. Its SMILES is S=C1CCC=CCO1. The maximum force is 3.36 eV/A. The net charge is 0. As for the gap between HOMO and LUMO: 8.892 eV.